# 1
C2H7N3O | ωB97M-V with the def2-TZVPD basis set

```
13
Properties=species:S:1:pos:R:3
O -1.62 -0.65 0.88
N 0.79 -0.40 0.57
N -0.44 1.50 -0.07
N 1.95 0.04 -0.09
C -0.43 0.14 0.15
C -1.44 -0.74 -0.50
H -1.36 1.90 -0.11
H 2.24 -0.62 -0.82
H -2.19 -0.23 -1.11
H 2.70 0.11 0.59
H 0.67 -1.36 0.90
H -1.10 -1.71 -0.90
H 0.22 2.01 0.51
```

The net charge is 0. Its electronic energy is -319.82398 Eh. The value obtained for the relative energy (zero: lowest compared OMol25 entry of this formula, charge and spin) is 3.423 eV. For the orbital gap, the calculation gives 9.5 eV. As for the multiplicity: 1. The molar mass comes out at 89.1 Da. For the LUMO energy, the calculation gives 1.01 eV. The SMILES is NN[C@@]1(N)CO1.

# 2
C2H7N3O | ωB97M-V with the def2-TZVPD basis set

```
13
Properties=species:S:1:pos:R:3
O -1.02 -0.85 1.78
N -0.93 1.21 0.90
N 0.84 -1.10 -0.27
N -0.24 -0.08 -2.10
C 0.87 -0.34 -1.39
C -0.79 0.34 1.88
H 1.90 -0.32 -1.90
H -0.81 0.83 2.83
H 1.45 -1.87 -0.17
H -0.04 -1.14 0.27
H -0.62 0.78 0.03
H -0.63 2.16 1.15
H 0.01 0.37 -3.01
```

The net charge is 0. Its electronic energy is -319.89119 Eh. The value obtained for the relative energy (zero: lowest compared OMol25 entry of this formula, charge and spin) is 1.594 eV. For the orbital gap, the calculation gives 10.1 eV. As for the multiplicity: 1. The molar mass comes out at 89.1 Da. For the LUMO energy, the calculation gives 0.86 eV. The SMILES is [H]/N=C/N.NC=O.

# 3
C2H7N3O2 | ωB97M-V with the def2-TZVPD basis set

```
14
Properties=species:S:1:pos:R:3
O -0.63 -0.36 2.44
O 0.59 -0.94 -0.20
N 0.61 0.30 1.85
N 0.37 1.45 -0.14
N 0.22 1.55 -1.46
C 0.53 0.32 0.44
C -0.65 -1.35 -0.86
H 0.69 2.40 -1.71
H -0.03 -0.98 2.98
H 0.39 1.30 1.97
H -1.40 -1.69 -0.11
H -0.99 -0.45 -1.52
H -0.34 -2.25 -1.53
H 0.64 0.70 -2.14
```

The net charge is 0. Its electronic energy is -395.00682 Eh. The value obtained for the relative energy (zero: lowest compared OMol25 entry of this formula, charge and spin) is 5.393 eV. For the orbital gap, the calculation gives 9.7 eV. As for the multiplicity: 1. The molar mass comes out at 105.1 Da. For the LUMO energy, the calculation gives 0.91 eV. The SMILES is CO/C(=N\N)NO.

# 4
C2H7N3O2 | ωB97M-V with the def2-TZVPD basis set

```
14
Properties=species:S:1:pos:R:3
O 3.58 0.28 0.80
O 2.60 0.53 -1.10
N 2.68 0.09 0.01
N -0.89 0.79 0.90
N 1.69 -0.71 0.45
C 0.56 -0.99 -0.36
C -0.52 0.49 -0.45
H 0.85 -1.17 -1.39
H 1.76 -1.01 1.41
H -1.37 0.17 -1.04
H -0.16 1.29 1.39
H -1.75 1.33 0.95
H -0.04 -1.78 0.07
H 0.09 1.23 -0.97
```

The net charge is 0. Its electronic energy is -395.01179 Eh. The value obtained for the relative energy (zero: lowest compared OMol25 entry of this formula, charge and spin) is 5.258 eV. For the orbital gap, the calculation gives 9.9 eV. As for the multiplicity: 1. The molar mass comes out at 105.1 Da. For the LUMO energy, the calculation gives 0.82 eV. The SMILES is NCCN[N+](=O)[O-].

# 5
C2H7N3O2 | ωB97M-V with the def2-TZVPD basis set

```
14
Properties=species:S:1:pos:R:3
O -2.43 -1.22 0.19
O 0.80 -0.25 -0.79
N -0.82 1.66 0.26
N -1.62 0.73 -0.71
N -0.10 -1.01 0.03
C 2.04 -0.23 0.17
C -1.43 -0.59 -0.14
H -1.03 1.46 1.37
H 2.08 -1.21 0.73
H 1.86 0.77 0.78
H -2.55 0.78 -0.99
H 2.96 -0.28 -0.80
H 0.33 1.38 0.07
H -0.10 -1.99 -0.15
```

The net charge is 0. Its electronic energy is -394.94703 Eh. The value obtained for the relative energy (zero: lowest compared OMol25 entry of this formula, charge and spin) is 7.020 eV. For the orbital gap, the calculation gives 10.0 eV. As for the multiplicity: 1. The molar mass comes out at 105.1 Da. For the LUMO energy, the calculation gives 0.61 eV.

# 6
C2H7N3S | ωB97M-V with the def2-TZVPD basis set

```
13
Properties=species:S:1:pos:R:3
S -1.29 1.25 -0.22
N -1.32 -1.22 0.43
N -1.92 -0.27 -0.57
N 0.06 -0.95 0.54
C 1.44 0.90 0.00
C 0.26 0.51 0.69
H 0.21 0.81 1.75
H 0.41 -1.33 -0.40
H 1.64 2.01 0.02
H 2.32 0.40 0.27
H -1.78 -0.60 -1.60
H -1.35 -2.20 0.16
H 1.31 0.71 -1.07
```

The net charge is 0. Its electronic energy is -642.74889 Eh. The value obtained for the relative energy (zero: lowest compared OMol25 entry of this formula, charge and spin) is 2.824 eV. For the orbital gap, the calculation gives 8.9 eV. As for the multiplicity: 1. The molar mass comes out at 105.2 Da. For the LUMO energy, the calculation gives 0.73 eV. The SMILES is C[C@@H]1NNNS1.

# 7
C2H7N3S | ωB97M-V with the def2-TZVPD basis set

```
13
Properties=species:S:1:pos:R:3
S -1.71 0.25 1.73
N -0.51 0.13 0.45
N 1.57 0.91 -0.96
N 1.81 0.26 0.20
C -0.98 -0.55 -0.78
C 0.79 -0.11 0.85
H 0.73 1.52 -0.96
H -1.19 -1.61 -0.58
H 2.47 1.48 -1.13
H -1.93 -0.12 -1.17
H -0.21 -0.51 -1.55
H 0.90 -0.59 1.81
H -1.74 -1.05 2.09
```

The net charge is 0. Its electronic energy is -642.78630 Eh. The value obtained for the relative energy (zero: lowest compared OMol25 entry of this formula, charge and spin) is 1.806 eV. For the orbital gap, the calculation gives 9.3 eV. As for the multiplicity: 1. The molar mass comes out at 105.2 Da. For the LUMO energy, the calculation gives 0.78 eV. The SMILES is CN(S)/C=N\N.

# 8
C2H7N3S | ωB97M-V with the def2-TZVPD basis set

```
13
Properties=species:S:1:pos:R:3
S -0.77 -2.23 0.28
N -1.08 -0.79 1.11
N -0.31 1.24 1.54
N 0.09 0.43 -1.61
C -0.23 0.25 0.82
C 0.78 0.09 -0.27
H -0.79 -1.92 -1.07
H 1.17 -0.94 -0.37
H 1.61 0.71 0.11
H 0.40 1.94 1.51
H 0.88 0.43 -2.30
H 0.01 1.52 -1.48
H -1.77 -0.74 1.72
```

The net charge is 0. Its electronic energy is -642.79218 Eh. The value obtained for the relative energy (zero: lowest compared OMol25 entry of this formula, charge and spin) is 1.646 eV. For the orbital gap, the calculation gives 9.3 eV. As for the multiplicity: 1. The molar mass comes out at 105.2 Da. For the LUMO energy, the calculation gives 0.74 eV. The SMILES is [H]/N=C(\CN)NS.